Entry from the OMol25 dataset: a gas-phase ion, C6H6O (charge -1) at a distorted geometry (ωB97M-V with the def2-TZVPD basis set).

Properties
E_tot = -307.374159 hartree
relative energy (zero: lowest compared OMol25 entry of this formula, charge and spin) = 0.904 eV
Kohn-Sham gap (alpha / beta) = 2.7 / 7.8 eV
⟨S²⟩ = 0.756

Geometry as ORCA input:
```
! wB97M-V def2-TZVPD RIJCOSX def2/J DEFGRID3
* xyz -1 2
C -0.80115 1.07202 1.01704
C 0.42698 1.36192 0.41889
C 0.99930 0.52875 -0.48208
C 0.42950 -0.70174 -0.68751
O 1.17051 -1.84197 -1.17515
C -0.79276 -0.97096 -0.25450
C -1.28142 -0.14683 0.71836
H -1.42729 1.78257 1.52711
H 0.95104 2.23013 0.73343
H 2.00520 0.47478 -0.85384
H 1.79977 -1.41037 -1.75891
H -1.27318 -1.89491 -0.44680
H -2.20651 -0.48340 1.24394
*
```

=====

Entry from the OMol25 dataset: a single C4H9N molecule at a distorted geometry (ωB97M-V with the def2-TZVPD basis set).

Properties
E_tot = -212.450966 hartree
relative energy (zero: lowest compared OMol25 entry of this formula, charge and spin) = 2.727 eV
Kohn-Sham gap = 10.1 eV

Geometry as ORCA input:
```
! wB97M-V def2-TZVPD RIJCOSX def2/J DEFGRID3
* xyz 0 1
C 0.92607 -1.21628 -0.71220
C -0.04612 -0.93256 0.41238
C 0.20754 0.28262 1.28172
N -0.95714 0.20070 0.48935
C -1.04768 1.24679 -0.45728
H 1.71735 -1.87902 -0.33735
H 0.44051 -1.73175 -1.54730
H 1.39651 -0.29782 -1.07638
H -0.57768 -1.83430 0.76063
H 0.83207 1.17795 0.66917
H 0.11824 0.31261 2.37779
H -1.64762 2.06980 -0.04506
H 0.16758 1.73336 -0.42994
H -1.52961 0.86790 -1.38552
*
```

=====

Entry from the OMol25 dataset: 6 unconnected molecules or ions with the total composition CH14O5 at a distorted geometry (ωB97M-V with the def2-TZVPD basis set).

Properties
E_tot = -422.667193 hartree
relative energy (zero: lowest compared OMol25 entry of this formula, charge and spin) = 1.038 eV
Kohn-Sham gap = 11.2 eV

Geometry as ORCA input:
```
! wB97M-V def2-TZVPD RIJCOSX def2/J DEFGRID3
* xyz 0 1
C -2.02417 -2.01764 -1.47171
H -1.44149 -1.89562 -2.41574
H -2.82357 -1.30199 -1.46973
H -2.42014 -2.98942 -1.43193
H -1.30807 -1.83817 -0.61824
H 0.38360 1.23428 -1.59720
H 1.11982 2.41839 -0.83659
O 0.32809 1.86717 -0.92694
H 3.19621 -0.09365 3.12871
H 1.80274 -0.68011 3.01070
O 2.74186 -0.92468 3.17250
H -1.43186 2.22437 -0.46332
H -2.62338 3.22648 -0.43084
O -2.27634 2.42662 -0.07953
H -0.82619 0.69015 1.98340
H 0.56676 1.02173 1.26172
O 0.14108 0.78164 2.03868
H 2.22136 -1.44502 -1.69680
H 2.18796 -1.72159 -0.28768
O 2.48572 -0.98295 -0.86947
*
```

=====

Entry from the OMol25 dataset: a single C24H21N3O6 molecule at a distorted geometry (ωB97M-V with the def2-TZVPD basis set).

Properties
E_tot = -1542.852264 hartree
relative energy (zero: lowest compared OMol25 entry of this formula, charge and spin) = 2.006 eV
Kohn-Sham gap = 7.5 eV

Geometry as ORCA input:
```
! wB97M-V def2-TZVPD RIJCOSX def2/J DEFGRID3
* xyz 0 1
C 6.05446 3.47203 1.44288
H 6.94123 4.06036 1.21063
O 5.91492 2.57130 0.37292
C 4.86861 1.68580 0.38199
C 3.92873 1.63624 1.40585
C 2.87283 0.74539 1.38854
C 2.72751 -0.14317 0.32926
C 3.67495 -0.10965 -0.68929
C 4.73873 0.78206 -0.69321
O 5.54846 0.66862 -1.78119
C 6.71698 1.44369 -1.92433
H 6.49215 2.50993 -1.99445
H 7.41860 1.27529 -1.10461
H 7.16518 1.10614 -2.85893
H 3.58672 -0.79756 -1.51377
C 1.63762 -1.12073 0.25491
N 1.82769 -2.16670 -0.51624
C 0.87466 -3.10296 -0.62723
C 1.13120 -4.20481 -1.47212
C 0.19921 -5.19200 -1.62124
C -1.02489 -5.12003 -0.93835
C -1.30701 -4.06547 -0.11245
C -0.36739 -3.03396 0.07105
C -0.56391 -1.88724 0.89115
C 0.43088 -0.94127 0.97202
H 0.28598 -0.06278 1.57897
C -1.80673 -1.70161 1.67885
O -2.51925 -2.57141 2.10724
O -2.05375 -0.38492 1.88465
C -3.20553 -0.04973 2.63949
H -2.90584 0.65884 3.41747
H -3.61321 -0.94992 3.11569
C -4.31451 0.59194 1.80342
O -5.37768 0.88729 2.29281
N -3.97041 0.78976 0.50525
C -4.77751 1.33234 -0.47172
N -4.31554 1.48513 -1.69144
O -5.31864 2.02994 -2.42191
C -6.39886 2.20981 -1.64241
C -6.11950 1.78286 -0.37625
H -6.73892 1.77724 0.49319
C -7.61800 2.79587 -2.24792
H -8.38736 2.90611 -1.49051
H -7.39059 3.76873 -2.68018
H -7.98526 2.15297 -3.04620
H -3.03748 0.53786 0.20320
H -2.24713 -4.02192 0.41331
H -1.75111 -5.90834 -1.06976
H 0.39614 -6.03466 -2.26761
H 2.07870 -4.23063 -1.98663
H 2.18841 0.73881 2.22204
H 4.01770 2.30843 2.24416
H 5.19079 4.13959 1.52542
H 6.20698 2.95107 2.39357
*
```

=====

Entry from the OMol25 dataset: 2 unconnected molecules or ions with the total composition C2H4Cl2N2 at a distorted geometry (ωB97M-V with the def2-TZVPD basis set).

Properties
E_tot = -1108.298386 hartree
relative energy (zero: lowest compared OMol25 entry of this formula, charge and spin) = 5.363 eV
Kohn-Sham gap (alpha / beta) = 7.8 / 7.8 eV

Geometry as ORCA input:
```
! wB97M-V def2-TZVPD RIJCOSX def2/J DEFGRID3
* xyz 0 1
C 0.09285 -0.07961 0.04052
C -0.84928 1.00074 -0.07807
N 2.53291 -0.37920 -0.62237
N -0.29257 -1.28951 0.20604
Cl -2.64801 0.54097 0.04887
Cl 3.46937 0.55299 0.23659
H -0.73638 1.48972 -1.04549
H -0.67717 1.73533 0.70704
H -1.28531 -1.54257 0.25056
H 0.39359 -2.02888 0.25631
*
```

=====

Entry from the OMol25 dataset: a molecular structure, C24H26ErN4S2Si at a distorted geometry (ωB97M-V with the def2-TZVPD basis set).

Properties
E_tot = -3249.853878 hartree
relative energy (zero: lowest compared OMol25 entry of this formula, charge and spin) = 0.000 eV
Kohn-Sham gap (alpha / beta) = 7.7 / 7.7 eV
⟨S²⟩ = 3.754

Geometry as ORCA input:
```
! wB97M-V def2-TZVPD RIJCOSX def2/J DEFGRID3
* xyz 1 4
C 1.65698 -1.74552 2.36602
C 2.26375 -0.73252 1.56001
C 2.52329 0.40811 2.37839
H 2.55062 -0.83210 0.51235
C 2.07088 0.10163 3.70644
C 1.54345 -1.23050 3.69807
H 1.18729 -1.79100 4.56681
H 1.44422 -2.77427 2.04819
H 3.09853 1.29231 2.07783
H 2.21290 0.73937 4.58210
Er -0.02232 0.19929 2.31540
C -0.75351 0.88890 0.39995
H -0.77175 1.98330 0.58591
H -1.82276 0.60290 0.30195
H -0.32357 0.80300 -0.60128
Si 1.33993 -0.74609 -2.40172
C -0.05095 -1.83037 -2.95959
C 0.19125 -3.20056 -3.21850
H 1.20913 -3.60277 -3.16394
C -0.87144 -4.06137 -3.52201
H -0.69668 -5.13206 -3.67026
C -2.18820 -3.57661 -3.59025
H -3.01895 -4.25752 -3.82127
C -2.43474 -2.22543 -3.31686
H -3.46346 -1.85824 -3.30094
C -1.37500 -1.35367 -3.01651
H -1.60067 -0.30668 -2.78528
C 1.77494 0.83655 -3.23681
C 2.26970 0.80362 -4.56279
H 1.82824 0.15274 -5.32030
C 3.41436 1.54895 -4.87495
H 3.98374 1.34964 -5.78531
C 3.88410 2.51975 -3.97802
H 4.82884 3.03765 -4.16907
C 3.15546 2.79170 -2.81042
H 3.47677 3.60632 -2.15420
C 2.07481 1.97643 -2.45163
H 1.52240 2.17975 -1.52959
H 1.17760 -0.53198 -0.93632
H 2.48929 -1.53778 -2.55021
N 0.24747 3.69233 2.62390
C -0.91172 3.22151 3.12346
N -1.16281 1.92069 3.31508
C -2.53833 1.67232 3.57803
C -3.28211 2.84190 3.63990
S -2.31956 4.27439 3.40200
C -3.00290 0.31559 3.40328
C -4.30227 -0.16786 3.33384
S -4.37880 -1.80511 2.74285
C -2.62412 -1.77206 2.55909
N -2.05089 -0.63852 2.97064
N -1.92974 -2.77548 1.99216
H 0.32981 4.69643 2.50893
H 1.05389 3.08285 2.48943
H -4.36311 2.84005 3.75700
H -5.17342 0.43319 3.56522
H -2.45654 -3.60126 1.73639
H -0.91333 -2.72586 1.88741
*
```